(1)
Computed, not measured: C46H45N2NaP3S as an isolated structure, with ωB97M-V with the def2-TZVPD basis set.

**Total energy**: -94528.775 eV
**HOMO level**: -0.37511 hartree
**Net charge**: +1

The geometry in XYZ format:
```
98
Properties=species:S:1:pos:R:3:forces:R:3
Na 1.179 -1.562 -0.766 0.15 -0.10 0.07
N 3.453 -2.024 0.140 0.07 0.02 -0.05
C 3.655 -1.190 1.290 -0.11 -0.01 0.06
C 4.796 -0.407 1.405 -0.03 -0.01 0.01
C 4.967 0.419 2.504 0.01 0.00 0.01
C 4.008 0.453 3.506 0.02 0.00 0.00
C 2.872 -0.334 3.397 -0.03 -0.02 -0.05
C 2.670 -1.154 2.288 0.06 -0.02 -0.04
P 1.163 -2.157 2.020 -0.05 0.13 -0.06
C 1.693 -3.817 2.544 0.01 -0.06 -0.08
C 1.094 -4.916 1.928 -0.02 -0.01 0.02
C 1.437 -6.207 2.304 0.03 -0.01 0.02
C 2.393 -6.407 3.290 -0.02 -0.01 -0.01
C 3.002 -5.319 3.900 0.00 0.02 0.00
C 2.654 -4.029 3.531 0.04 -0.02 0.03
C 0.035 -1.609 3.335 -0.01 0.03 0.00
C -0.435 -2.457 4.332 -0.03 0.02 0.03
C -1.357 -1.995 5.264 0.01 -0.02 0.01
C -1.804 -0.685 5.212 0.01 0.03 -0.01
C -1.336 0.168 4.219 -0.02 0.00 0.03
C -0.432 -0.294 3.277 0.00 0.00 -0.01
H 4.193 -1.874 -0.537 0.01 0.00 0.02
H 3.478 -3.006 0.403 -0.04 -0.02 0.00
H 5.554 -0.454 0.632 0.01 0.00 0.00
H 5.861 1.024 2.586 0.00 0.00 0.00
H 4.145 1.085 4.373 0.00 0.00 0.00
H 2.121 -0.304 4.175 0.01 0.01 0.02
H 0.346 -4.758 1.158 0.01 0.01 0.00
H 0.965 -7.055 1.825 -0.01 0.00 0.00
H 2.666 -7.413 3.580 0.00 0.00 0.00
H 3.749 -5.475 4.668 0.00 -0.01 0.00
H 3.133 -3.183 4.011 -0.01 0.00 0.00
H -0.087 -3.481 4.391 0.02 0.00 -0.02
H -1.718 -2.662 6.035 0.00 0.00 0.00
H -2.513 -0.325 5.946 -0.01 0.00 0.00
H -1.680 1.194 4.179 0.00 0.00 0.00
H -0.080 0.367 2.492 0.00 -0.01 0.02
C -3.027 5.515 -3.543 0.05 0.05 -0.02
S -4.155 4.111 -3.531 -0.05 0.00 0.01
C -2.969 2.757 -3.632 0.05 -0.06 -0.03
C -2.147 2.557 -2.368 0.00 0.03 0.03
C -1.230 1.340 -2.506 0.05 -0.07 -0.03
N -0.695 0.796 -1.237 -0.02 -0.03 0.04
P -1.599 -0.292 -0.235 0.00 0.05 -0.03
C -3.332 0.229 -0.423 -0.03 -0.02 -0.02
C -3.837 1.064 0.573 0.00 0.01 -0.01
C -5.107 1.609 0.455 0.00 0.00 0.01
C -5.887 1.309 -0.653 -0.01 -0.01 -0.02
C -5.408 0.446 -1.630 0.00 0.02 0.02
C -4.137 -0.095 -1.514 0.01 0.00 -0.01
C -1.617 -1.859 -1.195 0.01 -0.02 -0.03
C -2.262 -2.942 -0.589 0.02 0.02 0.04
C -2.250 -4.196 -1.175 -0.02 -0.01 0.02
C -1.577 -4.403 -2.374 0.02 0.00 -0.02
C -0.927 -3.343 -2.984 0.04 -0.01 -0.02
C -0.949 -2.079 -2.399 -0.09 0.00 0.02
P 0.671 1.453 -0.427 -0.01 0.10 0.04
C 0.530 3.250 -0.700 0.03 0.03 -0.02
C -0.216 3.963 0.237 -0.02 -0.01 0.02
C -0.464 5.315 0.059 -0.01 0.01 0.00
C 0.047 5.970 -1.053 0.01 0.01 -0.01
C 0.809 5.274 -1.982 -0.01 0.00 0.02
C 1.051 3.919 -1.806 0.01 -0.01 0.01
C 2.101 1.066 -1.517 -0.04 -0.04 -0.03
C 3.356 1.485 -1.065 -0.02 0.00 0.02
C 4.504 1.178 -1.775 0.01 0.00 0.00
C 4.429 0.421 -2.939 0.01 0.01 0.00
C 3.195 -0.012 -3.395 -0.02 -0.02 0.02
C 2.039 0.314 -2.689 0.02 0.02 -0.05
H -3.636 6.416 -3.570 -0.02 -0.01 0.00
H -2.398 5.497 -4.434 0.00 -0.01 0.00
H -2.402 5.546 -2.652 -0.01 -0.01 0.01
H -2.328 2.912 -4.505 0.01 0.01 0.01
H -3.568 1.864 -3.831 -0.02 0.01 0.00
H -2.822 2.426 -1.523 -0.02 0.00 -0.01
H -1.556 3.450 -2.166 -0.01 -0.01 -0.01
H -0.389 1.589 -3.159 -0.01 0.03 0.00
H -1.781 0.537 -3.004 -0.03 0.01 0.01
H -3.227 1.293 1.440 0.01 0.00 0.00
H -5.490 2.265 1.225 0.00 0.00 0.00
H -6.874 1.740 -0.751 0.00 0.00 0.00
H -6.025 0.199 -2.484 0.00 0.00 0.00
H -3.771 -0.770 -2.279 0.01 0.00 0.00
H -2.779 -2.797 0.354 0.00 0.01 0.00
H -2.764 -5.018 -0.694 0.00 0.00 0.00
H -1.567 -5.384 -2.829 0.00 0.00 0.00
H -0.414 -3.490 -3.927 0.00 0.00 0.00
H -0.472 -1.251 -2.908 -0.01 0.00 -0.02
H -0.615 3.453 1.108 0.01 -0.01 -0.01
H -1.049 5.860 0.788 0.00 -0.01 0.00
H -0.142 7.026 -1.191 0.00 0.00 0.00
H 1.214 5.787 -2.844 0.00 0.00 0.00
H 1.643 3.383 -2.538 0.00 0.00 0.00
H 3.433 2.058 -0.147 -0.01 -0.01 0.00
H 5.464 1.527 -1.416 0.00 0.00 0.00
H 5.328 0.183 -3.493 0.00 0.00 0.00
H 3.123 -0.585 -4.310 0.00 0.00 0.00
H 1.081 0.004 -3.086 -0.01 0.02 0.01
```
Forces are in eV/Å.


(2)
Computed, not measured: C46H46Br2N9OP3Tc as an isolated structure in a non-equilibrium geometry, with ωB97M-V with the def2-TZVPD basis set.

**Total energy**: -234024.488 eV
**⟨S²⟩**: 3.77
**HOMO level (alpha / beta)**: -0.66797 / -0.66707 hartree
**Net charge**: +4
**2S+1**: 4

The geometry in XYZ format:
```
108
Properties=species:S:1:pos:R:3:forces:R:3
Tc 0.294 0.772 -0.086 0.10 0.27 -0.66
Br 4.133 4.846 3.688 -0.21 -0.18 -0.20
C 3.053 3.787 2.593 0.08 0.06 0.05
C 1.731 4.135 2.321 0.17 0.09 0.00
C 0.971 3.286 1.551 0.24 0.49 -0.46
N 1.431 2.134 1.038 0.82 0.49 -0.21
C 2.741 1.851 1.209 -0.14 0.15 0.10
C 3.563 2.637 1.997 0.09 0.04 0.16
C 3.225 0.703 0.433 0.04 -0.11 -0.11
C 4.567 0.423 0.273 0.04 0.01 0.06
C 4.958 -0.605 -0.581 0.16 -0.14 -0.05
Br 6.768 -0.992 -0.844 -0.37 0.09 0.06
C 3.965 -1.333 -1.228 0.21 0.02 0.04
C 2.649 -1.010 -0.991 -0.10 0.01 0.05
N 2.257 -0.009 -0.190 0.44 0.07 -0.07
H 1.308 5.052 2.709 -0.04 -0.02 -0.02
H -0.055 3.541 1.330 0.18 0.10 -0.07
H 4.598 2.373 2.159 0.00 -0.02 -0.02
H 5.324 0.995 0.789 -0.02 0.05 -0.02
H 4.217 -2.134 -1.909 -0.05 -0.04 0.04
H 1.872 -1.596 -1.449 0.01 0.01 -0.07
C -2.902 -1.418 0.356 -0.36 -0.35 0.21
N -1.479 -1.720 0.092 0.19 0.99 -0.08
P -0.415 -1.175 1.380 0.02 -1.29 0.63
C -1.348 -1.877 2.802 0.14 0.32 -0.05
C -1.381 -3.279 2.751 0.07 0.04 -0.01
C -2.059 -3.991 3.722 -0.03 -0.07 -0.01
C -2.692 -3.326 4.766 0.02 0.06 -0.02
C -2.681 -1.941 4.803 -0.01 0.02 0.03
C -2.020 -1.215 3.820 0.00 0.17 -0.07
C 1.151 -2.094 1.582 0.02 0.17 -0.11
C 1.524 -3.336 1.084 -0.11 -0.02 -0.05
C 2.692 -3.934 1.535 0.02 -0.01 0.01
C 3.499 -3.296 2.466 0.00 -0.01 0.00
C 3.140 -2.043 2.952 0.01 -0.02 0.01
C 1.977 -1.444 2.508 -0.12 0.09 -0.02
P -0.901 -1.249 -1.511 -0.52 -0.92 -0.91
C -0.009 -2.731 -2.106 0.20 0.12 0.23
C -0.249 -3.999 -1.576 -0.13 0.17 -0.07
C 0.261 -5.119 -2.211 -0.01 -0.11 0.00
C 1.001 -4.987 -3.379 -0.01 0.05 0.03
C 1.229 -3.726 -3.918 0.03 -0.07 -0.03
C 0.730 -2.601 -3.285 -0.04 0.18 0.06
C -2.348 -1.493 -2.632 0.15 0.42 0.29
C -3.099 -2.672 -2.525 0.03 0.03 -0.03
C -4.088 -2.947 -3.451 0.07 -0.12 0.08
C -4.324 -2.077 -4.510 0.01 0.07 -0.05
C -3.569 -0.924 -4.633 0.01 -0.05 -0.02
C -2.576 -0.637 -3.704 -0.03 0.05 0.03
H -3.158 -1.695 1.374 0.07 0.02 -0.01
H -3.528 -1.981 -0.329 0.07 0.04 -0.06
H -3.122 -0.357 0.210 0.11 0.00 -0.09
H -0.878 -3.820 1.960 0.02 -0.04 0.04
H -2.091 -5.071 3.669 0.04 0.00 0.01
H -3.193 -3.887 5.544 -0.03 0.00 -0.02
H -3.193 -1.415 5.597 0.02 0.00 0.00
H -2.061 -0.141 3.864 0.10 0.25 -0.02
H 0.920 -3.853 0.357 0.03 0.00 0.06
H 2.963 -4.915 1.167 0.00 0.01 -0.02
H 4.400 -3.778 2.823 0.00 0.00 0.00
H 3.760 -1.547 3.688 -0.01 0.01 -0.01
H 1.695 -0.468 2.892 0.05 -0.09 0.03
H -0.865 -4.112 -0.691 -0.03 -0.07 -0.02
H 0.062 -6.104 -1.806 0.01 0.01 0.00
H 1.388 -5.867 -3.875 -0.01 0.00 -0.01
H 1.783 -3.626 -4.842 0.01 0.02 0.01
H 0.897 -1.620 -3.720 0.01 -0.02 -0.04
H -2.913 -3.389 -1.738 0.03 -0.06 0.00
H -4.661 -3.860 -3.354 -0.02 0.01 -0.02
H -5.077 -2.316 -5.249 -0.05 0.03 0.04
H -3.746 -0.243 -5.454 0.04 -0.03 -0.04
H -1.972 0.243 -3.832 0.01 -0.01 -0.03
N -1.548 1.977 -2.481 0.36 0.19 0.17
C -2.236 2.104 -1.341 -0.13 0.00 0.31
N -3.475 2.519 -1.455 -0.32 0.07 -0.16
C -4.164 2.733 -0.330 0.45 -0.16 -0.19
N -5.424 3.092 -0.398 -0.13 -0.02 -0.01
N -3.582 2.633 0.894 -0.12 0.00 0.36
C -2.367 2.187 0.949 -0.16 0.06 -0.07
N -1.620 1.790 -0.133 0.18 0.03 -0.35
C -1.737 2.216 2.296 -0.01 0.00 0.41
C -2.295 3.008 3.297 0.00 -0.06 -0.15
C -1.622 3.133 4.503 0.02 0.04 -0.03
C -0.413 2.474 4.667 0.02 -0.18 0.00
C 0.069 1.708 3.616 -0.36 -0.33 0.27
N -0.579 1.579 2.459 -0.85 -0.61 0.34
H -2.015 2.359 -3.290 -0.05 -0.01 -0.01
H -0.535 1.985 -2.459 -0.04 -0.11 0.05
H -5.875 3.184 -1.296 0.01 0.03 -0.02
H -5.947 3.302 0.438 0.02 -0.01 0.04
H -3.226 3.521 3.109 -0.04 0.01 0.03
H -2.028 3.751 5.293 -0.02 -0.03 0.02
H 0.140 2.530 5.595 0.02 0.05 -0.02
H 1.004 1.169 3.713 0.03 0.10 0.03
C 2.405 4.487 -1.273 -0.07 -0.21 -0.26
P 1.878 3.230 -2.452 0.28 0.33 -0.05
C 0.721 4.018 -3.587 0.22 -0.10 0.17
C 3.320 2.740 -3.406 -0.24 0.09 0.13
O 1.235 2.021 -1.753 -0.81 -0.59 0.53
H 2.834 5.331 -1.816 0.01 0.01 0.02
H 3.164 4.081 -0.602 0.00 0.00 0.00
H 1.548 4.836 -0.699 0.00 0.04 -0.01
H 1.223 4.823 -4.124 0.02 0.00 0.02
H -0.119 4.439 -3.035 -0.02 0.01 -0.02
H 0.369 3.290 -4.319 -0.01 0.01 -0.04
H 3.716 3.626 -3.908 0.04 -0.02 0.00
H 3.045 2.006 -4.164 -0.01 -0.02 0.02
H 4.092 2.329 -2.755 -0.02 -0.02 0.02
```
Forces are in eV/Å.